Record 1
{
  "formula": "F4KN2NaO8S4",
  "method": "ωB97M-V/def2-TZVPD",
  "species": ["K", "S", "S", "S", "S", "Na", "F", "F", "F", "F", "O", "O", "O", "O", "O", "O", "O", "O", "N", "N"],
  "xyz": [[-1.63648, -0.21887, 0.57616], [0.15155, 3.15293, -0.62104], [0.77022, -2.77188, -1.50845], [-0.28286, -3.59351, 0.33552], [-0.42967, 3.16620, 1.60200], [1.30571, -0.10418, 0.36522], [0.27684, 2.19943, -1.89363], [-1.33555, -2.94810, 1.36533], [1.10046, -1.31762, -2.19746], [-0.51571, 2.23403, 2.91810], [-1.83987, 3.47616, 1.79591], [-1.27982, -4.28556, -0.48324], [0.53328, 4.24821, 2.01795], [1.45780, 3.73128, -0.69736], [-0.95157, 3.97243, -1.01551], [2.09121, -3.34949, -1.50188], [0.59927, -4.36699, 1.16982], [-0.24077, -3.09576, -2.51874], [-0.00905, 1.98136, 0.45713], [0.23497, -2.11003, -0.16587]],
  "homo_ha": -0.423,
  "molar_mass_g_mol": 422.35,
  "orbital_gap_ev": 9.449,
  "energy_ha": -3465.79321,
  "de_lowest_ev": 3.719
}

***

Record 2
{
  "formula": "C2H5NS2",
  "method": "ωB97M-V/def2-TZVPD",
  "species": ["S", "S", "N", "C", "C", "H", "H", "H", "H", "H"],
  "xyz": [[2.02063, -1.13249, 0.03607], [-2.20386, -0.57957, -0.05181], [-0.56220, -1.19040, -0.05183], [0.69379, -0.31142, -0.05004], [0.69491, 1.31214, -0.05208], [0.20107, 1.59251, -0.97525], [-2.65058, -0.80018, 1.11660], [0.53031, 1.98175, 0.92741], [-0.41983, -2.31449, -0.66241], [1.69574, 1.44216, -0.23666]],
  "homo_ha": -0.323,
  "molar_mass_g_mol": 107.20,
  "orbital_gap_ev": 8.915,
  "energy_ha": -930.21872,
  "de_lowest_ev": 3.285
}

***

Record 3
{
  "formula": "C5H7NO4",
  "method": "ωB97M-V/def2-TZVPD",
  "species": ["O", "O", "O", "O", "N", "C", "C", "C", "C", "C", "H", "H", "H", "H", "H", "H", "H"],
  "xyz": [[0.14799, -1.04517, -0.28026], [3.56810, -0.05569, -0.01764], [-2.40874, 1.36335, -0.15537], [1.78321, 1.18713, -0.30383], [-2.64942, -0.71051, 0.25751], [1.48799, -1.21194, 0.09795], [-0.37786, 0.17375, 0.17750], [-1.84632, 0.23983, -0.21750], [0.36620, 1.32489, -0.47451], [2.36567, 0.01063, -0.10190], [-3.51828, 0.02372, 0.51630], [-2.34852, -1.66843, 0.12584], [-0.29636, 0.24244, 1.27771], [0.15444, 1.35664, -1.55189], [0.09233, 2.28322, -0.02281], [1.56937, -1.48196, 1.16646], [1.91019, -2.03188, -0.49357]],
  "homo_ha": -0.376,
  "molar_mass_g_mol": 145.11,
  "smiles": "NC(=O)[C@@H]1COC(=O)CO1",
  "orbital_gap_ev": 10.337,
  "energy_ha": -550.38881,
  "de_lowest_ev": 1.340
}

***

Record 4
{
  "formula": "C4H7O3",
  "method": "ωB97M-V/def2-TZVPD",
  "species": ["O", "O", "O", "C", "C", "C", "C", "H", "H", "H", "H", "H", "H", "H"],
  "xyz": [[2.73321, -0.40087, 0.22089], [1.56287, 1.61593, -0.15581], [-2.46752, -0.18604, -0.80001], [-0.56619, -0.51603, 0.60463], [0.51212, -0.52573, -0.51054], [-1.82147, 0.32615, 0.26141], [1.75979, 0.22609, -0.05861], [-1.38441, 1.32673, 0.09509], [2.17390, 1.14868, -0.89149], [-2.42622, 0.41726, 1.17515], [-0.97113, -1.52934, 0.63926], [-0.05894, -0.29711, 1.54246], [0.14276, -0.05390, -1.42214], [0.81123, -1.55181, -0.70028]],
  "homo_ha": [-0.396, -0.383],
  "molar_mass_g_mol": 103.10,
  "orbital_gap_ev": [11.347, 8.546],
  "spin_multiplicity": 2,
  "energy_ha": -382.17748,
  "de_lowest_ev": 1.773
}

***

Record 5
{
  "formula": "C26H26INP2V",
  "method": "ωB97M-V/def2-TZVPD",
  "species": ["I", "V", "P", "P", "N", "C", "C", "C", "C", "C", "C", "C", "C", "C", "C", "C", "C", "C", "C", "C", "C", "C", "C", "C", "C", "C", "C", "C", "C", "C", "C", "H", "H", "H", "H", "H", "H", "H", "H", "H", "H", "H", "H", "H", "H", "H", "H", "H", "H", "H", "H", "H", "H", "H", "H", "H", "H"],
  "xyz": [[-4.70108, -2.49518, 1.01258], [-2.34331, -0.03420, 0.26876], [-1.12935, 0.78769, -1.68032], [-0.82120, -1.73776, 1.03684], [-0.20306, -0.38941, -0.32740], [0.16260, 0.76079, -2.97530], [0.88492, -0.68078, 3.09592], [1.25998, -0.17743, -0.32532], [0.14688, -0.30546, -3.89228], [-1.18677, 0.78766, 4.23907], [1.12210, 0.11134, 4.22455], [2.10169, 1.65667, -4.15161], [-1.27896, 4.84286, -1.04488], [-0.55940, 3.88355, 1.03889], [1.84519, -4.43618, -0.58806], [-0.88818, 5.00218, 0.28000], [1.77921, -4.84528, 1.78259], [2.27917, -5.15514, 0.52185], [-0.98049, 2.41910, -0.86836], [-4.24432, -0.85597, -0.27187], [0.43913, -3.03531, 0.83346], [-0.61480, 2.60673, 0.46960], [-0.38842, -0.75135, 2.51396], [0.85773, -3.80466, 1.93306], [-1.33149, 3.56447, -1.60980], [1.09036, -0.38866, -4.92027], [0.92201, -3.39699, -0.43406], [1.15716, 1.73942, -3.12364], [0.08676, 0.84572, 4.79504], [-1.42122, -0.00458, 3.11123], [2.06710, 0.59409, -5.05000], [1.05879, -1.22084, -5.61852], [0.57728, -2.87407, -1.32428], [1.51977, 0.88443, -0.28541], [2.11955, 0.15342, 4.65473], [-5.02691, -0.07633, -0.16911], [1.71626, -0.61772, -1.21749], [2.86486, 2.42501, -4.24664], [-0.60617, -1.08759, -3.81201], [0.27256, 1.46166, 5.67075], [1.22638, 2.57796, -2.43545], [2.21411, -4.68874, -1.57869], [0.46141, -3.60839, 2.92783], [-0.36532, 1.76270, 1.10276], [-2.42604, -0.02243, 2.69123], [-0.26522, 3.99481, 2.07929], [-1.65222, 3.47092, -2.64616], [1.77108, -0.63130, 0.52427], [2.99157, -5.96686, 0.40204], [-1.55022, 5.71015, -1.64111], [-2.00049, 1.35982, 4.67680], [-0.84915, 5.99295, 0.72405], [2.09418, -5.41911, 2.65026], [2.80092, 0.53191, -5.84913], [-2.56988, 1.22268, 1.46884], [1.72224, -1.23450, 2.68014], [-4.20926, -1.20851, -1.32320]],
  "homo_ha": [-0.237, -0.274],
  "molar_mass_g_mol": 592.30,
  "orbital_gap_ev": [5.881, 6.800],
  "spin_multiplicity": 4,
  "energy_ha": -2985.31172
}

***

Record 6
{
  "formula": "C21H30ClN3O2",
  "method": "ωB97M-V/def2-TZVPD",
  "species": ["Cl", "O", "O", "N", "N", "N", "C", "C", "C", "C", "C", "C", "C", "C", "C", "C", "C", "C", "C", "C", "C", "C", "C", "C", "C", "C", "C", "H", "H", "H", "H", "H", "H", "H", "H", "H", "H", "H", "H", "H", "H", "H", "H", "H", "H", "H", "H", "H", "H", "H", "H", "H", "H", "H", "H", "H", "H"],
  "xyz": [[2.55435, 2.09850, 2.95320], [0.36584, 0.16081, 0.03716], [1.79264, -1.93466, 4.28852], [1.46554, -1.62792, -0.81506], [-2.82565, -0.19586, -2.44492], [0.83132, -1.28815, 2.33403], [0.63634, -0.56365, -0.91206], [-1.04457, 2.97393, 1.46491], [3.24560, -1.01571, 0.77860], [0.83339, 2.07999, 2.67307], [-2.16481, -1.50335, -2.39966], [1.28747, -2.41389, 1.55988], [1.15130, -1.12712, 3.63732], [0.03462, 1.16471, 3.35444], [2.91670, -3.36264, -0.03622], [0.31484, 2.97217, 1.75348], [-2.68274, 0.43934, -3.76466], [-2.09075, 0.72049, -1.56777], [-1.59917, 3.92086, 0.43634], [0.60285, 0.14079, 4.29461], [-1.85933, 2.07171, 2.13656], [2.21757, -2.07039, 0.37829], [-1.32558, 1.18938, 3.06304], [0.08231, -0.29652, -2.31179], [-0.78493, 0.97050, -2.33360], [-1.33413, 1.21985, -3.74951], [-0.71349, -1.48196, -2.89649], [-2.65596, 1.65213, -1.46937], [1.41480, 0.54787, 4.89501], [0.98399, 3.65605, 1.24651], [1.65453, -2.13077, -1.66627], [3.74264, -1.31200, 1.70410], [1.83583, -3.05695, 2.24832], [-1.95150, 0.29723, -0.57631], [-2.20449, -1.84787, -1.36266], [-3.51666, 1.12733, -3.91029], [0.95838, -0.12991, -2.94961], [-1.97639, 0.48704, 3.57114], [3.53561, -3.20091, -0.92165], [-2.74382, -2.21276, -2.99471], [-0.70987, -1.38971, -3.98499], [3.56501, -3.70837, 0.76752], [3.99739, -0.90911, -0.00553], [0.43582, -2.98263, 1.17288], [-0.16868, -0.19409, 4.99053], [-0.21783, 1.81453, -1.94203], [-2.92276, 2.05346, 1.92985], [2.19028, -4.14923, -0.25401], [-1.50692, 2.28530, -3.90521], [2.77181, -0.05062, 0.94496], [-2.73612, -0.31089, -4.55431], [-0.23697, -2.43856, -2.67122], [-1.35945, 4.95627, 0.68276], [-1.17612, 3.71189, -0.54865], [-2.68249, 3.83178, 0.36376], [-0.64716, 0.88512, -4.52916], [0.41955, -0.52287, 1.81691]],
  "homo_ha": -0.319,
  "molar_mass_g_mol": 391.94,
  "smiles": "Cc1ccc(CC(=O)NCC(C)(C)NC(=O)[C@H]2CCN3CC[C@H]2C3)c(Cl)c1",
  "orbital_gap_ev": 9.191,
  "energy_ha": -1593.22515,
  "de_lowest_ev": 0.176
}